No. 1
ORCA calculation (ωB97M-V/def2-TZVPD) on 40 unconnected molecules or ions with the total composition H80O40 at a distorted geometry.

The geometry in XYZ format:
```
120
Properties=species:S:1:pos:R:3:mulliken_charge:R:1
H 1.6408 4.7605 2.4669 0.271
H 2.3820 3.3078 2.0989 0.371
O 2.0562 3.9317 2.7478 -0.571
H 0.3559 -3.1606 4.9013 0.312
H -0.2759 -1.8233 4.9733 0.346
O 0.0210 -2.5320 5.5604 -0.659
H 0.3307 2.7965 3.9167 0.291
H -0.6321 3.9609 3.4335 0.234
O -0.4705 3.0447 3.4540 -0.559
H 3.8241 0.9188 1.4452 0.266
H 3.0224 1.0761 2.8334 0.318
O 3.8501 1.2713 2.3199 -0.682
H 1.2471 -0.3496 -6.5263 0.320
H 2.3532 -0.5828 -5.6271 0.249
O 2.1301 0.0635 -6.3234 -0.605
H -1.3500 -1.2123 -0.3667 0.475
O -0.6003 -1.6367 0.0750 -0.490
H -5.7244 -1.8345 2.1289 0.359
O -5.2362 -1.0702 2.4800 -0.661
H 3.7615 2.5873 -1.5349 0.348
H 5.3741 2.6906 -1.8750 0.245
O 4.5163 2.3834 -2.0529 -0.613
H 2.2300 2.0688 -4.6130 0.314
H 1.5766 3.3125 -4.0013 0.246
O 1.4230 2.3628 -4.0872 -0.544
H 3.4839 5.1148 -1.6744 0.292
H 4.6018 4.4606 -0.7106 0.261
O 3.6857 4.4341 -1.0176 -0.606
H -1.9822 -5.2008 -0.4342 0.308
H -3.0438 -5.8287 0.4858 0.249
O -2.6702 -4.9505 0.1980 -0.528
H -6.1586 2.2886 -0.1390 0.277
O -5.3065 2.0003 -0.4854 -0.576
H 1.9122 0.3497 6.1770 0.271
H 1.9789 -1.1458 6.2590 0.299
O 2.1891 -0.4340 5.6582 -0.545
H 0.2475 3.5036 1.0461 0.151
H -1.0138 3.8269 -0.0805 0.283
O -0.4589 4.1047 0.7253 -0.403
H 0.8147 5.6801 -0.1017 0.299
H 2.2814 5.5040 -0.1344 0.280
O 1.5904 5.6460 0.4931 -0.602
H -0.9453 3.1510 -2.9709 0.262
H -0.5268 4.4367 -3.6372 0.267
O -0.7761 4.1032 -2.7764 -0.542
H -1.9252 -1.5482 -2.4146 0.103
H -2.1767 -0.1493 -1.6908 0.280
O -2.4371 -1.0644 -1.8154 -0.373
H 1.2146 -3.2595 -2.6811 0.245
H 1.3723 -1.6556 -2.9369 0.300
O 1.1068 -2.5612 -3.2670 -0.457
H -4.2706 -3.4394 0.5659 0.360
O -5.0498 -2.8443 0.3031 -0.706
H -3.0827 4.5447 -0.3058 0.286
H -2.5038 5.4632 0.8026 0.233
O -2.9897 4.6414 0.6949 -0.552
H -4.5784 3.2112 1.4159 0.280
O -4.9070 3.9301 2.0260 -0.634
H -5.6855 2.0009 3.1741 0.299
H -4.8233 0.6071 3.2123 0.340
O -4.7860 1.5786 3.1263 -0.678
H -5.3233 -1.8182 -3.7098 0.280
H -3.8998 -1.9383 -3.4965 0.307
O -4.6888 -2.5095 -3.6095 -0.660
H 4.8211 -1.4785 -2.0056 0.391
H 3.6014 -0.9403 -1.2201 0.282
O 4.5623 -0.8225 -1.2912 -0.658
H 3.3950 -2.8118 2.9294 0.292
H 3.7602 -2.9867 4.2464 0.300
O 3.3186 -3.5934 3.5762 -0.588
H 1.0619 2.9108 -1.6829 -0.071
H 1.2375 1.8569 -0.5774 -0.018
O 1.2409 2.7888 -0.6831 0.500
H 3.6136 -4.1943 -2.1865 0.296
H 2.4076 -4.9357 -2.8489 0.290
O 2.7872 -4.6858 -1.9812 -0.614
H 2.0568 0.9203 -3.0865 0.147
H 3.3620 0.3070 -2.9882 0.293
O 2.5074 0.1540 -3.5061 -0.591
H -0.9614 -0.9015 -4.6754 0.186
H -1.2527 -2.3511 -4.2448 0.258
O -1.5615 -1.4490 -4.1850 -0.560
H 1.0400 -4.1306 0.3396 0.284
H -0.1949 -4.5172 1.1329 0.303
O 0.0319 -4.1838 0.2028 -0.624
H 3.6964 -1.4548 -3.8746 0.312
H 4.8567 -2.3111 -4.2618 0.265
O 4.3024 -2.0505 -3.5100 -0.515
H -3.4833 1.2908 -1.8215 0.249
O -2.6957 1.7227 -1.5163 -0.577
H -3.0712 -3.5598 -4.0002 0.374
H -1.8767 -4.1417 -3.2719 0.266
O -2.5530 -4.3364 -3.9193 -0.615
H -4.5496 -2.1653 -0.1578 0.316
H -0.5223 -2.5654 -0.3619 0.081
H -4.8790 3.2554 2.7078 0.507
H -5.2804 -0.6932 1.6029 0.202
H -4.7706 2.6681 -0.9288 0.269
H -2.6301 1.9082 -0.5945 0.211
O 2.1535 -5.6151 1.0012 -0.613
H 3.1015 -5.4093 1.0194 0.291
H 1.8949 -5.6683 1.9256 0.297
O -1.5836 0.8636 5.3445 -0.637
H -1.0314 0.5557 6.0546 0.265
H -0.9758 1.1786 4.6386 0.323
O 1.3261 1.4238 2.3125 0.007
H 1.3950 2.3039 1.9179 -0.210
H 1.0053 0.9156 1.5615 -0.002
O -1.6421 -1.0864 3.3293 -0.607
H -2.3612 -1.6773 3.1868 0.266
H -2.0419 -0.4242 3.8780 0.272
O -1.9381 0.1980 0.7642 0.327
H -2.6071 -0.2197 0.2704 0.087
H -1.7261 0.0271 1.7038 -0.094
O 1.7415 -0.4201 -0.6979 -0.069
H 2.5618 -0.1018 -0.3941 0.116
H 1.0420 -0.7498 -0.1372 -0.005
O 5.5633 -2.9490 0.9669 -0.602
H 5.8030 -2.0617 0.6012 0.335
H 4.9647 -3.3716 0.3846 0.276
```

Values from the calculation:
HOMO level   -0.3536 hartree
DFT total energy   -3057.34490 Ha
LUMO level   -0.53 eV
M   720.60 g mol⁻¹
Kohn-Sham gap   9.089 eV
ΔE to the lowest compared entry with this formula, charge and spin   1082.86 kJ/mol



No. 2
ORCA calculation (ωB97M-V/def2-TZVPD) on 40 unconnected molecules or ions with the total composition H80O40 at a distorted geometry.

The geometry in XYZ format:
```
120
Properties=species:S:1:pos:R:3:mulliken_charge:R:1
H -2.5741 5.0614 -1.8515 0.279
H -1.7959 4.6698 -2.9949 0.288
O -2.4853 4.2766 -2.4457 -0.602
H 3.3380 0.1969 -3.3246 0.234
H 2.1241 0.8837 -3.0153 0.243
O 2.7285 0.7301 -3.8183 -0.712
H 1.6303 -1.8145 4.1949 0.347
H 0.2095 -1.1565 4.9511 0.315
O 0.9165 -1.7762 4.8237 -0.642
H -4.3969 -1.4199 4.2509 0.273
H -3.2130 -1.9229 3.3973 0.387
O -4.1968 -2.0855 3.6028 -0.736
H -0.7434 -1.0867 -3.1718 0.178
H -2.2495 -1.9073 -2.4959 -0.030
O -1.3618 -1.5091 -2.3525 0.065
H 4.2744 2.4332 2.3950 0.341
O 5.0327 1.8477 2.5468 -0.683
H 3.3787 4.3947 -3.1019 0.304
O 3.1513 4.4970 -4.0324 -0.663
H 2.4503 -0.1870 6.3484 0.255
H 2.9989 -0.4936 4.8065 0.306
O 2.5953 0.1153 5.4672 -0.607
H -2.6222 -5.3369 3.1134 0.297
H -2.1651 -4.2981 4.1295 0.295
O -1.8328 -5.0477 3.5634 -0.621
H -0.4957 1.7029 -5.4562 0.397
H 0.9920 1.1577 -5.2666 0.385
O 0.2213 1.3478 -5.9806 -0.681
H 0.6116 5.5830 3.9680 0.288
H -0.3375 4.6055 3.3242 0.259
O 0.3064 5.2775 3.1183 -0.552
H 3.8906 -1.9335 -5.2503 0.296
O 3.6039 -2.3350 -4.4090 -0.543
H -5.9564 -2.1265 0.5394 0.298
H -5.2005 -2.0993 1.9073 0.321
O -5.4747 -2.6429 1.1686 -0.588
H 1.4254 2.2872 3.6814 0.199
H 1.3130 2.0625 2.1306 0.249
O 1.8953 2.3313 2.8468 -0.492
H 3.4936 -1.5821 -0.5907 0.253
H 3.6660 -0.7169 -1.7768 0.183
O 3.7047 -0.6795 -0.8153 -0.559
H 5.0575 2.0100 -1.4342 0.307
H 3.7728 1.5150 -0.9136 0.066
O 4.0829 2.2973 -1.3666 -0.541
H -2.8560 1.9965 2.0873 0.135
H -4.1933 1.8691 1.2804 0.383
O -3.2264 1.7096 1.2377 -0.524
H 1.4542 -0.0758 -1.3843 -0.126
H 2.2539 1.1649 -0.8634 -0.378
O 1.6491 0.8431 -1.5173 1.093
H -1.8633 -5.7306 1.0495 0.310
O -2.0698 -4.7921 0.7969 -0.617
H 0.4494 -3.5099 -1.8343 0.251
H 0.2520 -1.7840 -1.3524 -0.100
O 0.5882 -2.5775 -1.7143 -0.460
H -0.0397 -4.2317 1.2653 0.378
O 0.4080 -3.5907 1.9392 -0.295
H -2.1058 -1.5296 0.0859 -0.008
H -1.3374 -2.8138 -0.0489 0.219
O -1.3316 -2.0552 0.5463 -0.108
H -3.7433 1.4056 -2.8540 0.408
H -2.8588 2.3963 -3.4680 0.334
O -3.4111 1.6411 -3.7221 -0.721
H 2.5044 -6.1674 1.1710 0.264
H 2.7759 -4.8162 1.6634 0.280
O 2.2726 -5.2606 0.9839 -0.578
H 3.6967 5.1037 0.7293 0.335
H 2.8842 4.7643 2.0743 0.318
O 3.7476 5.0528 1.7364 -0.690
H 3.8793 0.2671 2.9296 0.266
H 2.3226 0.5917 3.5184 0.325
O 2.9821 -0.0421 3.1391 -0.436
H -0.7676 -2.3723 3.9741 0.447
H -1.3107 -1.3412 2.9757 0.346
O -1.5669 -1.8129 3.8122 -0.913
H -3.3622 -3.8259 -3.8982 0.220
H -4.1321 -2.3733 -3.5521 0.290
O -3.3062 -2.8929 -3.6577 -0.585
H -4.2454 -0.8416 -1.6773 0.237
H -4.1282 0.5417 -0.8414 0.261
O -4.7460 -0.1094 -1.3076 -0.710
H -1.8193 0.5701 -3.1793 0.292
H -0.6518 0.4868 -4.1108 -0.144
O -0.9135 0.8701 -3.1789 0.102
H -2.0077 -1.7277 -4.6365 0.230
H -1.2974 -0.9613 -5.7305 0.352
O -1.8574 -0.8340 -4.9422 -0.453
H 0.0672 2.7306 -2.1568 0.052
O 0.7577 3.1367 -2.6904 -0.515
H -4.8307 2.7917 2.9379 0.295
H -5.0365 1.1946 3.1134 0.331
O -5.3426 2.0133 2.7570 -0.692
H -1.9616 -4.0818 1.4626 0.205
H 5.4656 2.3485 3.2731 0.293
H 1.3018 -3.4593 1.6540 -0.018
H 2.2040 4.5427 -4.0899 0.309
H 3.7713 -3.2742 -4.4161 0.271
H 1.3878 2.4027 -2.4706 0.232
O -0.7605 1.6700 3.5210 -0.581
H -0.5186 0.7512 3.6639 0.024
H -1.4655 1.8660 4.1431 0.264
O 2.0947 5.0955 -1.2595 -0.564
H 1.7409 4.1982 -1.0456 0.236
H 1.2157 5.4933 -1.3220 0.288
O -0.2703 -0.1538 1.7459 1.317
H 0.3977 -0.8488 1.6194 -0.243
H -0.8576 -0.2221 0.9401 -0.391
O -0.0977 2.8667 1.0099 -0.523
H -0.2054 2.3051 0.1779 0.294
H -0.7973 2.3115 1.4260 0.026
O 3.9592 -2.7129 2.4155 -0.609
H 3.3862 -1.9805 2.1388 0.218
H 4.5755 -2.1085 2.9018 0.346
O 0.2737 -3.2609 -4.3543 -0.548
H 1.0273 -2.8903 -3.9145 0.282
H 0.5732 -3.9433 -4.9479 0.260
O -2.3459 0.6022 -0.8575 -0.344
H -2.0115 -0.1634 -1.4226 0.328
H -2.4329 0.4476 0.1112 0.273
```

Values from the calculation:
HOMO level   -0.3618 hartree
DFT total energy   -3057.31878 Ha
LUMO level   -0.76 eV
M   720.60 g mol⁻¹
Kohn-Sham gap   9.079 eV
ΔE to the lowest compared entry with this formula, charge and spin   1151.46 kJ/mol